Computed, not measured: a cluster of 4 separate species, C3H13NO3 in total, with ωB97M-V with the def2-TZVPD basis set.

Calculated values
Total charge = 0
Relative energy (zero: lowest compared OMol25 entry of this formula, charge and spin) = 135.7 kJ/mol
SMILES = C=C(C)N.O.O.O
HOMO energy = -8.09 eV
Electronic energy = -10953.3653 eV
Orbital gap = 8.674 eV
LUMO = 0.58 eV

Cartesian coordinates (Å):
C: 1.1096 1.2165 -0.7697
C: -0.1747 1.5063 -0.6499
C: -0.6029 2.9470 -0.7091
N: -1.0926 0.5436 -0.2245
H: 1.6134 0.2600 -0.6639
H: 1.9313 1.8112 -1.1514
H: -1.4816 3.2606 -0.1494
H: -0.7094 3.3557 -1.7067
H: 0.1731 3.5939 -0.2661
H: -1.9604 0.8536 0.1778
H: -0.6274 -0.0768 0.4201
O: 1.3983 -2.3112 1.2342
H: 1.4507 -1.8425 0.4023
H: 0.8819 -3.0599 0.9224
O: -1.9775 -0.8602 2.0504
H: -2.3405 -0.2703 2.7160
H: -1.2367 -1.3033 2.4629
O: 1.0601 -3.5060 -1.1606
H: 1.8591 -3.0178 -0.9714
H: 0.7262 -3.1004 -1.9637

natural (NBO) atomic charge list, values in e, 8 entries:
1. C -0.541
2. C 0.194
3. C -0.661
4. N -0.807
5. H 0.171
6. H 0.204
7. H 0.214
8. H 0.225

=====

Computed, not measured: a cluster of 4 separate species, C3H13NO3 in total, with ωB97M-V with the def2-TZVPD basis set.

Calculated values
Total charge = 0
Relative energy (zero: lowest compared OMol25 entry of this formula, charge and spin) = 166.8 kJ/mol
SMILES = C=CCN.O.O.O
HOMO energy = -9.26 eV
Electronic energy = -10953.0434 eV
Orbital gap = 9.962 eV
LUMO = 0.70 eV

Cartesian coordinates (Å):
C: -1.7636 0.2922 -0.4425
C: -0.4862 0.5676 -0.1979
C: 0.6131 0.2708 -1.1689
N: 0.8791 -1.1519 -1.2217
H: -2.5150 0.6655 0.2363
H: -1.9673 -0.0174 -1.4714
H: -0.2323 0.9293 0.8041
H: 0.1133 0.7284 -2.0526
H: 1.4960 0.8836 -0.9528
H: 0.0399 -1.6128 -0.9157
H: 1.2175 -1.5298 -2.0886
O: 1.0435 3.8341 -2.0836
H: 0.8973 4.7309 -1.7643
H: 0.3965 3.3059 -1.5914
O: -1.8129 -1.5206 4.1619
H: -1.2924 -0.7505 3.8654
H: -2.1512 -1.9724 3.3904
O: 1.4901 -2.4748 1.3199
H: 1.9777 -3.3133 1.3381
H: 2.0570 -1.8647 0.8353

natural (NBO) atomic charge list, values in e, 8 entries:
1. C -0.414
2. C -0.173
3. C -0.274
4. N -0.846
5. H 0.211
6. H 0.193
7. H 0.195
8. H 0.169

=====

Computed, not measured: a cluster of 4 separate species, C3H13NO3 in total, with ωB97M-V with the def2-TZVPD basis set.

Calculated values
Total charge = 0
Relative energy (zero: lowest compared OMol25 entry of this formula, charge and spin) = 104.9 kJ/mol
SMILES = C/C=C/N.O.O.O
HOMO energy = -8.37 eV
Electronic energy = -10953.6840 eV
Orbital gap = 9.195 eV
LUMO = 0.82 eV

Cartesian coordinates (Å):
C: -2.5272 0.3361 1.1576
C: -1.4342 0.0169 0.2554
C: -1.2835 0.3799 -1.0323
N: -0.1645 0.0617 -1.8753
H: -3.2854 1.1197 0.6412
H: -2.2576 1.0139 2.0154
H: -3.2436 -0.4397 1.4764
H: -0.5860 -0.6632 0.6842
H: -2.0659 1.0434 -1.3993
H: -0.4270 -0.1788 -2.8300
H: 0.3306 -0.7252 -1.4538
O: 1.0944 -2.2777 -0.2114
H: 1.7976 -1.7649 0.3051
H: 1.4556 -3.1502 0.0440
O: 1.7765 1.7075 -0.4092
H: 0.9106 1.2016 -0.7742
H: 1.3809 2.5519 -0.1526
O: 2.7171 -0.4177 1.0614
H: 3.1239 -0.2615 1.9319
H: 2.6877 0.4460 0.5656

natural (NBO) atomic charge list, values in e, 8 entries:
1. C -0.641
2. C -0.278
3. C -0.031
4. N -0.867
5. H 0.191
6. H 0.219
7. H 0.226
8. H 0.216

=====

Computed, not measured: a cluster of 3 separate species, C3H13NO3 in total, with ωB97M-V with the def2-TZVPD basis set.

Calculated values
Total charge = 0
Relative energy (zero: lowest compared OMol25 entry of this formula, charge and spin) = 80.3 kJ/mol
SMILES = C[C@@H](N)CO.O.O
HOMO energy = -10.15 eV
Electronic energy = -10953.9391 eV
Orbital gap = 10.686 eV
LUMO = 0.53 eV

Cartesian coordinates (Å):
C: 0.4552 -1.6379 -0.5836
C: -0.8861 -1.0331 -0.2781
N: -1.1783 -0.7710 1.1330
C: -0.9917 0.3470 -1.0243
O: -1.8911 1.2271 -0.4026
H: 0.7425 -1.6247 -1.6394
H: 0.5916 -2.6391 -0.1682
H: 1.2052 -1.0002 -0.0923
H: -1.7150 -1.5554 -0.7395
H: -0.2960 -0.5375 1.6025
H: -1.2791 -1.6720 1.6018
H: -1.4597 0.1118 -1.9917
H: 0.0176 0.7119 -1.2669
H: -1.9358 0.9734 0.5348
O: 3.2826 -0.7580 3.1399
H: 4.1568 -0.8051 2.7362
H: 3.1002 0.1776 3.2607
O: -0.7851 3.4431 -2.3260
H: -0.8788 2.8822 -1.5395
H: -0.2549 4.1601 -1.9569

natural (NBO) atomic charge list, values in e, 8 entries:
1. C -0.630
2. C -0.087
3. N -0.843
4. C -0.069
5. O -0.740
6. H 0.222
7. H 0.214
8. H 0.202

=====

Computed, not measured: a cluster of 3 separate species, C3H13NO3 in total, with ωB97M-V with the def2-TZVPD basis set.

Calculated values
Total charge = 0
Relative energy (zero: lowest compared OMol25 entry of this formula, charge and spin) = 59.7 kJ/mol
SMILES = C[C@@H](N)CO.O.O
HOMO energy = -9.80 eV
Electronic energy = -10954.1531 eV
Orbital gap = 10.523 eV
LUMO = 0.72 eV

Cartesian coordinates (Å):
C: 2.9276 -0.8037 -0.1964
C: 1.5225 -0.5008 -0.7372
N: 0.5391 -1.5269 -0.3717
C: 1.0033 0.8861 -0.2328
O: -0.2748 0.7953 0.4220
H: 3.4788 -1.4776 -0.8256
H: 2.8307 -1.1631 0.8258
H: 3.4903 0.1299 -0.0854
H: 1.5742 -0.4874 -1.8149
H: 0.4505 -1.5198 0.6386
H: 0.8359 -2.4705 -0.6016
H: 0.8632 1.5123 -1.1042
H: 1.6827 1.3398 0.4878
H: -0.8330 0.3833 -0.2565
O: -3.3389 1.5111 2.9397
H: -3.3593 2.3708 2.5140
H: -2.4193 1.2164 2.9326
O: -1.6430 -0.4885 -1.9760
H: -2.1034 -0.7108 -2.7929
H: -1.0811 -1.2653 -1.8130

natural (NBO) atomic charge list, values in e, 8 entries:
1. C -0.623
2. C -0.079
3. N -0.861
4. C -0.072
5. O -0.737
6. H 0.210
7. H 0.204
8. H 0.208

=====

Computed, not measured: a cluster of 3 separate species, C3H13NO3 in total, with ωB97M-V with the def2-TZVPD basis set.

Calculated values
Total charge = +1
Relative energy (zero: lowest compared OMol25 entry of this formula, charge and spin) = 219.4 kJ/mol
HOMO energy (spin up / spin down) = -13.37 / -13.37 eV
Multiplicity = 2
Electronic energy = -10944.5288 eV
Orbital gap (spin up / spin down) = 9.694 / 4.174 eV
⟨S²⟩ = 0.76
LUMO (spin up / spin down) = -3.68 / -9.20 eV

Cartesian coordinates (Å):
C: 0.0142 0.2552 -0.3703
O: 1.3509 -0.0537 0.0833
C: -0.4611 1.5502 0.3085
C: -1.9985 1.4486 0.4942
N: -0.0244 2.7344 -0.5090
H: -0.4777 -0.6333 0.1329
H: 0.0041 0.3135 -1.4957
H: 1.9680 0.4379 -0.4929
H: 0.1235 1.7860 1.2328
H: -2.5827 2.2935 0.2194
H: -2.2786 0.5830 -0.1751
H: -2.2834 1.1414 1.4804
H: 0.1720 3.5945 0.0057
H: -0.5895 2.8804 -1.3403
H: 2.7054 -2.6471 0.2060
H: 1.8302 -1.8320 -0.6416
O: 2.2097 -2.7254 -0.6314
H: 0.6355 -3.2410 0.1065
H: -0.1700 -4.4287 0.6824
O: -0.1477 -3.4573 0.7045

natural (NBO) atomic charge list, values in e, 8 entries:
1. C -0.109
2. O -0.689
3. C -0.120
4. C -0.601
5. N -0.285
6. H 0.273
7. H 0.217
8. H 0.479

=====

Computed, not measured: a cluster of 3 separate species, C3H13NO3 in total, with ωB97M-V with the def2-TZVPD basis set.

Calculated values
Total charge = +1
Relative energy (zero: lowest compared OMol25 entry of this formula, charge and spin) = 218.5 kJ/mol
HOMO energy (spin up / spin down) = -13.80 / -13.80 eV
Multiplicity = 2
Electronic energy = -10944.5385 eV
Orbital gap (spin up / spin down) = 10.030 / 4.489 eV
⟨S²⟩ = 0.76
LUMO (spin up / spin down) = -3.77 / -9.31 eV

Cartesian coordinates (Å):
C: 0.4826 -0.4198 -0.1537
O: 1.7053 -0.0560 -0.7845
C: 0.3116 -1.9851 0.0282
C: -0.8134 -2.2548 1.0373
N: 0.1531 -2.7014 -1.1962
H: 0.6804 -0.0475 0.8505
H: -0.3067 0.1187 -0.6807
H: 1.7981 -0.4805 -1.6401
H: 1.2557 -2.3658 0.4568
H: -1.0460 -3.3218 0.9992
H: -1.7430 -1.7611 0.7411
H: -0.5112 -1.9441 2.0287
H: -0.8353 -2.9201 -1.3698
H: 0.5007 -2.2442 -2.0416
H: -1.9505 3.4031 0.5912
H: -2.8560 2.6269 1.5083
O: -2.7238 3.5117 1.1528
H: 1.8113 2.1334 -0.0956
H: 1.1490 3.5244 0.4001
O: 1.1403 2.8006 -0.2240

natural (NBO) atomic charge list, values in e, 8 entries:
1. C -0.049
2. O -0.658
3. C -0.127
4. C -0.635
5. N -0.336
6. H 0.244
7. H 0.233
8. H 0.471

=====

Computed, not measured: a cluster of 4 separate species, C3H13NO3 in total, with ωB97M-V with the def2-TZVPD basis set.

Calculated values
Total charge = +1
Relative energy (zero: lowest compared OMol25 entry of this formula, charge and spin) = 392.8 kJ/mol
HOMO energy (spin up / spin down) = -14.48 / -14.48 eV
Multiplicity = 2
Electronic energy = -10942.7314 eV
Orbital gap (spin up / spin down) = 9.662 / 5.404 eV
⟨S²⟩ = 0.77
LUMO (spin up / spin down) = -4.82 / -9.08 eV

Cartesian coordinates (Å):
C: -0.8167 1.2312 -0.3569
C: 0.3935 1.6176 -0.7590
N: 1.7332 1.2205 -0.1116
C: 2.6909 1.0394 -1.1524
H: -0.8763 0.3042 0.3199
H: -1.7261 1.2809 -0.8839
H: 0.4709 1.9744 -1.8126
H: 1.3932 0.3001 0.1221
H: 2.1550 1.0575 -2.0759
H: 3.1208 -0.0557 -1.2941
H: 3.4496 1.8388 -1.1308
H: -0.4078 -3.1070 -0.9182
H: -0.2881 -1.7782 -1.5723
O: 0.2757 -2.5480 -1.3553
H: -3.0153 0.9993 3.1337
H: -3.1049 0.8910 1.6305
O: -3.0558 0.3007 2.4214
H: -1.5582 -2.2920 2.0776
H: -0.1127 -1.7703 2.0086
O: -0.7211 -2.5044 1.7092

natural (NBO) atomic charge list, values in e, 8 entries:
1. C -0.186
2. C 0.048
3. N -0.294
4. C -0.479
5. H 0.238
6. H 0.246
7. H 0.239
8. H 0.417

=====

Computed, not measured: a cluster of 5 separate species, C3H13NO4 in total, with ωB97M-V with the def2-TZVPD basis set.

Calculated values
Total charge = 0
Relative energy (zero: lowest compared OMol25 entry of this formula, charge and spin) = 206.0 kJ/mol
SMILES = C=CN=C.O.O.O.O
HOMO energy = -9.44 eV
Electronic energy = -13001.0305 eV
Orbital gap = 10.162 eV
LUMO = 0.73 eV

Cartesian coordinates (Å):
C: 1.4519 1.4484 1.3897
C: 0.9214 1.0936 0.2316
N: 1.6391 0.6458 -0.8944
C: 2.3095 1.4515 -1.5956
H: 2.5181 1.4181 1.5782
H: 0.8226 1.7083 2.2296
H: -0.1532 1.0367 0.0786
H: 2.9115 1.0656 -2.4143
H: 2.4632 2.4948 -1.3050
O: -0.1182 -1.6689 1.6032
H: -1.0394 -1.8814 1.4298
H: -0.1228 -0.9932 2.2853
O: 0.0982 -1.6514 -1.6419
H: 0.6065 -2.2986 -1.1285
H: 0.5105 -0.7806 -1.4339
O: -2.5984 1.1473 0.4361
H: -2.6289 0.2340 0.1024
H: -2.8687 1.1606 1.3504
O: -2.3746 -1.5708 -0.5469
H: -2.8554 -2.3815 -0.7658
H: -1.4928 -1.6782 -0.9886

natural (NBO) atomic charge list, values in e, 8 entries:
1. C -0.459
2. C -0.038
3. N -0.453
4. C -0.008
5. H 0.200
6. H 0.206
7. H 0.234
8. H 0.178

=====

Computed, not measured: a cluster of 3 separate species, C3H13NO4 in total, with ωB97M-V with the def2-TZVPD basis set.

Calculated values
Total charge = 0
Relative energy (zero: lowest compared OMol25 entry of this formula, charge and spin) = 248.9 kJ/mol
SMILES = NC(CO)CO.O.O
HOMO energy = -10.10 eV
Electronic energy = -13000.5860 eV
Orbital gap = 10.554 eV
LUMO = 0.45 eV

Cartesian coordinates (Å):
N: -1.1884 0.7913 0.8282
C: -0.0102 0.2447 0.1450
C: -0.2697 -0.0704 -1.3783
O: -1.0366 -1.3190 -1.5542
C: 1.2525 1.1631 0.3671
O: 2.4333 0.6133 -0.2879
H: -1.4228 1.6738 0.2730
H: -0.9841 1.0639 1.7692
H: 0.3803 -0.6383 0.6700
H: 0.6847 -0.2089 -1.9321
H: -0.8633 0.7086 -1.8736
H: -1.9549 -1.2250 -1.8077
H: 1.5496 1.2288 1.3751
H: 0.8711 2.1862 0.1591
H: 3.0699 1.4038 -0.2519
O: -3.4708 -0.8618 -0.0617
H: -3.5106 -1.7908 0.3413
H: -2.6743 -0.4095 0.3112
O: 2.5806 -1.5558 1.3014
H: 2.3051 -2.2787 0.7722
H: 2.2583 -0.7193 0.8346

natural (NBO) atomic charge list, values in e, 8 entries:
1. N -0.839
2. C -0.104
3. C -0.078
4. O -0.753
5. C -0.108
6. O -0.728
7. H 0.359
8. H 0.375

=====

Computed, not measured: a cluster of 4 separate species, C3H13NO5 in total, with ωB97M-V with the def2-TZVPD basis set.

Calculated values
Total charge = +1
HOMO energy (spin up / spin down) = -14.55 / -14.52 eV
Multiplicity = 2
Electronic energy = -15038.8471 eV
Orbital gap (spin up / spin down) = 10.635 / 5.214 eV
⟨S²⟩ = 0.77
LUMO (spin up / spin down) = -3.92 / -9.31 eV

Cartesian coordinates (Å):
C: -1.7329 -1.3266 0.8008
N: -0.7469 -0.4331 0.9621
C: -1.1549 0.9771 1.3587
C: -0.5148 1.8376 0.0703
O: -0.4616 3.2245 0.3493
O: -1.4130 -2.4965 0.4931
H: -2.7310 -1.0315 0.9510
H: 0.2154 -0.6940 0.7876
H: -2.1449 1.2392 1.4452
H: -0.6080 1.1728 2.2930
H: 0.5290 1.3617 -0.0311
H: -1.1380 1.7479 -0.8062
H: 0.3653 3.4634 0.8933
H: 2.6064 1.0273 0.1988
H: 2.5349 -0.5496 0.5141
O: 2.2707 0.3156 0.9533
H: -0.5054 -2.4777 -0.9120
H: -0.6218 -2.6622 -2.5859
O: 0.0069 -2.4460 -1.8019
H: 2.1113 -0.2123 -2.3876
H: 1.2415 -1.3304 -1.9786
O: 1.8917 -0.7072 -1.5673

natural (NBO) atomic charge list, values in e, 8 entries:
1. C 0.485
2. N -0.322
3. C -0.225
4. C -0.040
5. O -0.606
6. O -0.426
7. H 0.186
8. H 0.478

=====

Computed, not measured: a cluster of 4 separate species, C3H13O4S in total, with ωB97M-V with the def2-TZVPD basis set.

Calculated values
Total charge = -1
Relative energy (zero: lowest compared OMol25 entry of this formula, charge and spin) = 98.6 kJ/mol
HOMO energy = -4.68 eV
Electronic energy = -22347.5848 eV
Orbital gap = 7.764 eV
LUMO = 3.09 eV

Cartesian coordinates (Å):
C: -0.8090 -1.6128 -0.6715
O: -1.1040 -0.7770 0.4761
C: 0.4978 -1.1580 -1.4031
C: 0.7392 0.3373 -1.3837
S: 2.4788 0.7427 -2.0356
H: -1.7532 -1.7724 -1.1868
H: -0.6092 -2.5361 -0.1092
H: 1.2221 -1.6263 -0.6911
H: 0.5394 -1.3905 -2.4847
H: 0.6859 0.7336 -0.3681
H: 0.0012 0.8311 -2.0141
H: 2.7806 1.3395 -0.9296
H: -0.2748 -1.1008 1.6146
H: 1.2050 -1.4603 2.2204
O: 0.2796 -1.3728 2.4669
H: -2.1752 1.8766 0.7303
H: -1.5667 0.5555 0.1365
O: -1.8431 1.5701 -0.1204
H: -0.4393 2.1518 2.5861
H: 0.1588 1.9841 1.2655
O: -0.0137 2.6845 1.9014

natural (NBO) atomic charge list, values in e, 8 entries:
1. C -0.073
2. O -0.927
3. C -0.460
4. C -0.440
5. S -0.133
6. H 0.153
7. H 0.161
8. H 0.205